1.
This record from the Open Molecules 2025 dataset describes 13 unconnected molecules or ions with the total composition C52H143N13O13 at a distorted geometry. The level of theory is ωB97M-V with the def2-TZVPD basis set.

```
221
C52H143N13O13 (ωB97M-V with the def2-TZVPD basis set)
C 11.224 1.771 22.142
C 11.495 0.315 21.746
C 11.974 0.165 20.320
O 11.833 -1.252 20.004
C 12.383 -1.597 18.722
N 12.584 -0.128 22.561
H 11.115 1.855 23.224
H 10.371 2.080 21.538
H 12.046 2.453 21.928
H 10.635 -0.272 22.068
H 12.987 0.550 20.197
H 11.348 0.626 19.556
H 13.473 -1.588 18.750
H 12.140 -0.900 17.919
H 12.108 -2.576 18.330
H 13.307 0.550 22.368
H 13.015 -0.929 22.122
C -0.008 -2.793 19.340
C 1.361 -2.428 19.758
C 2.590 -2.772 18.813
O 3.807 -2.057 19.157
C 4.313 -2.529 20.337
N 1.335 -1.024 20.094
H -0.794 -2.756 20.094
H 0.060 -3.839 19.040
H -0.216 -2.199 18.450
H 1.550 -2.930 20.707
H 2.271 -2.467 17.817
H 2.645 -3.860 18.783
H 5.238 -2.058 20.670
H 4.381 -3.616 20.329
H 3.618 -2.379 21.163
H 0.827 -0.521 19.381
H 2.253 -0.706 19.815
C 7.078 3.905 9.380
C 6.469 3.041 10.494
C 5.589 3.799 11.527
O 6.366 4.705 12.287
C 5.700 5.432 13.312
N 5.697 1.854 10.031
H 7.562 4.718 9.921
H 6.265 4.307 8.774
H 7.713 3.308 8.725
H 7.322 2.654 11.051
H 5.194 3.137 12.298
H 4.775 4.407 11.132
H 5.425 4.807 14.162
H 4.850 5.945 12.862
H 6.372 6.200 13.694
H 6.263 1.484 9.281
H 4.904 2.111 9.461
C 14.214 11.960 17.401
C 15.611 12.579 17.280
C 15.781 13.803 16.360
O 17.134 14.299 16.376
C 17.332 15.404 15.486
N 16.022 12.966 18.608
H 14.312 11.074 18.028
H 13.882 11.608 16.424
H 13.625 12.778 17.814
H 16.316 11.859 16.865
H 15.214 14.638 16.770
H 15.388 13.606 15.362
H 17.295 15.137 14.430
H 18.348 15.785 15.587
H 16.628 16.186 15.772
H 16.804 13.555 18.361
H 15.367 13.612 19.025
C 16.879 9.765 13.039
C 18.151 10.224 12.275
C 19.301 10.937 13.106
O 19.808 9.989 14.071
C 20.525 10.642 15.187
N 18.689 9.074 11.596
H 16.181 10.546 13.341
H 17.097 9.338 14.018
H 16.339 9.029 12.444
H 17.748 10.949 11.567
H 18.986 11.851 13.609
H 20.161 11.195 12.487
H 20.851 9.888 15.903
H 19.843 11.226 15.805
H 21.288 11.307 14.785
H 19.412 8.638 12.151
H 19.260 9.520 10.893
C 0.955 2.251 15.791
C 0.382 3.567 16.352
C -0.569 4.433 15.366
O 0.231 5.030 14.381
C -0.558 5.559 13.342
N -0.491 3.081 17.385
H 1.233 2.413 14.749
H 0.167 1.547 15.524
H 1.757 1.787 16.364
H 1.118 4.150 16.907
H -1.072 5.182 15.977
H -1.308 3.760 14.931
H -0.680 4.842 12.530
H -0.035 6.383 12.855
H -1.554 5.971 13.503
H -1.194 2.670 16.787
H -1.025 3.788 17.868
C 9.270 9.843 11.264
C 10.043 9.482 9.972
C 9.095 9.836 8.760
O 9.034 11.271 8.646
C 7.922 11.683 7.902
N 11.372 10.055 9.794
H 9.182 10.928 11.316
H 9.709 9.518 12.207
H 8.235 9.502 11.234
H 10.174 8.403 10.047
H 8.118 9.378 8.910
H 9.431 9.306 7.869
H 7.022 11.636 8.515
H 7.824 11.000 7.057
H 7.963 12.726 7.587
H 11.388 10.519 8.897
H 11.443 10.821 10.447
C 3.904 3.177 24.096
C 3.165 3.946 22.998
C 3.992 4.212 21.746
O 5.113 5.085 21.925
C 5.960 5.294 20.776
N 1.829 3.395 22.715
H 4.706 3.694 24.623
H 4.276 2.232 23.702
H 3.248 2.906 24.924
H 2.886 4.903 23.439
H 3.369 4.734 21.020
H 4.222 3.263 21.261
H 6.716 5.977 21.163
H 5.394 5.750 19.963
H 6.514 4.392 20.515
H 1.963 2.477 22.317
H 1.445 3.866 21.908
C 5.986 -2.841 13.687
C 7.134 -3.201 12.695
C 7.909 -4.565 13.116
O 9.017 -4.781 12.178
C 9.810 -5.890 12.568
N 6.548 -3.312 11.401
H 5.432 -3.744 13.940
H 5.313 -2.149 13.181
H 6.376 -2.388 14.599
H 7.719 -2.294 12.545
H 7.263 -5.439 13.192
H 8.273 -4.358 14.122
H 10.592 -5.991 11.816
H 9.158 -6.756 12.683
H 10.418 -5.727 13.457
H 7.239 -3.492 10.686
H 6.277 -2.393 11.080
C 11.722 5.544 15.475
C 10.616 5.035 16.394
C 9.988 3.776 15.774
O 8.847 3.440 16.548
C 8.202 2.285 16.158
N 11.115 4.709 17.747
H 11.284 5.927 14.552
H 12.494 4.827 15.197
H 12.382 6.214 16.027
H 9.776 5.730 16.399
H 10.670 2.938 15.917
H 9.717 4.004 14.743
H 8.155 2.210 15.071
H 7.264 2.093 16.680
H 8.819 1.447 16.480
H 11.802 3.985 17.599
H 10.353 4.272 18.245
C 17.094 -3.069 13.814
C 17.144 -1.940 12.799
C 17.029 -0.558 13.427
O 15.894 -0.368 14.217
C 16.006 0.840 15.005
N 18.354 -1.994 12.043
H 17.734 -2.957 14.690
H 17.337 -4.002 13.306
H 16.083 -3.148 14.214
H 16.333 -2.007 12.074
H 17.090 0.183 12.630
H 17.920 -0.413 14.039
H 16.841 0.877 15.706
H 15.109 0.973 15.610
H 16.049 1.683 14.315
H 18.265 -2.788 11.424
H 18.463 -1.152 11.497
C 23.422 3.231 16.152
C 21.922 3.099 16.479
C 21.313 4.474 16.885
O 19.919 4.334 17.081
C 19.229 5.565 17.297
N 21.252 2.611 15.255
H 23.607 3.511 15.114
H 24.009 2.337 16.360
H 23.822 4.023 16.785
H 21.694 2.401 17.284
H 21.635 5.234 16.172
H 21.724 4.846 17.823
H 19.244 6.121 16.359
H 19.542 6.142 18.167
H 18.154 5.415 17.404
H 21.547 3.093 14.418
H 20.304 2.945 15.356
C 14.588 4.815 9.636
C 14.675 5.194 8.094
C 13.477 4.759 7.261
O 13.815 4.719 5.924
C 12.751 4.256 5.046
N 14.873 6.664 7.959
H 14.613 3.739 9.814
H 13.618 5.160 9.993
H 15.410 5.246 10.208
H 15.626 4.754 7.795
H 12.574 5.334 7.468
H 13.142 3.778 7.595
H 12.032 5.069 4.940
H 12.235 3.348 5.358
H 13.249 3.852 4.165
H 15.556 6.966 8.640
H 14.099 7.136 8.406
```

Output
**Maximum force**: 3.10 eV/Å
**Spin multiplicity**: 1
**HOMO**: -9.01 eV
**Frontier orbital gap**: 9.135 eV
**Lowest unoccupied orbital energy**: 0.0045 hartree



2.
This record from the Open Molecules 2025 dataset describes a gas-phase ion, C4H5N2O3S (charge -1) at a distorted geometry. The level of theory is ωB97M-V with the def2-TZVPD basis set.

```
15
C4H5N2O3S (ωB97M-V with the def2-TZVPD basis set)
C 1.113 1.583 0.681
C 1.410 0.356 0.269
C 2.737 -0.112 -0.246
O 3.552 0.798 -0.290
O 2.873 -1.376 -0.529
N 0.167 -0.479 -0.054
S 0.304 -2.139 0.288
C -1.036 0.073 -0.330
N -2.040 -0.876 -0.253
O -1.285 1.181 -0.764
H 0.040 1.808 1.046
H 1.878 2.340 0.720
H 2.095 -2.025 -0.368
H -1.920 -1.878 -0.164
H -2.899 -0.813 -0.696
```

Output
**Structure (SMILES)**: C=C(C(=O)O)N([S-])C(N)=O
**Maximum force**: 4.61 eV/Å
**Spin multiplicity**: 1
**HOMO**: -3.44 eV
**Frontier orbital gap**: 7.010 eV
**Lowest unoccupied orbital energy**: 0.1312 hartree
**Charge**: -1



3.
This record from the Open Molecules 2025 dataset describes C4H5NO2 in the gas phase. The level of theory is ωB97M-V with the def2-TZVPD basis set.

```
12
C4H5NO2 (ωB97M-V with the def2-TZVPD basis set)
O 2.815 -0.275 -0.368
C 1.621 -0.234 -0.531
C 0.687 0.343 0.486
C -0.445 1.194 -0.066
N -0.683 -0.057 0.545
C -1.454 -1.156 0.255
O -2.542 -1.096 -0.266
H 1.146 -0.583 -1.474
H 1.153 0.608 1.432
H -0.539 1.269 -1.151
H -0.754 2.074 0.493
H -1.005 -2.086 0.645
```

Output
**Structure (SMILES)**: O=C[C@H]1CN1C=O
**Maximum force**: 0.52 eV/Å
**Spin multiplicity**: 1
**HOMO**: -10.15 eV
**Frontier orbital gap**: 10.696 eV
**Lowest unoccupied orbital energy**: 0.0200 hartree



4.
This record from the Open Molecules 2025 dataset describes 2 unconnected molecules or ions with the total composition C5H5N3O at a distorted geometry. The level of theory is ωB97M-V with the def2-TZVPD basis set.

```
14
C5H5N3O (ωB97M-V with the def2-TZVPD basis set)
N 2.776 -0.563 0.350
C 1.960 0.216 0.177
C 0.908 1.188 -0.054
N 0.333 0.985 -1.339
O 0.554 2.047 0.712
H -0.092 1.782 -1.718
H 0.314 0.091 -1.709
C -2.044 0.343 0.797
C -1.196 -0.656 0.445
C -0.357 -1.557 0.188
N 0.229 -2.656 0.087
H -1.610 1.144 1.241
H -3.086 0.339 0.653
H 1.310 -2.702 0.170
```

Output
**Structure (SMILES)**: N#CC(N)=O.C=C=C=N
**Maximum force**: 4.74 eV/Å
**Spin multiplicity**: 1
**HOMO**: -9.19 eV
**Frontier orbital gap**: 8.537 eV
**Lowest unoccupied orbital energy**: -0.0241 hartree